DFT (ωB97M-V with the def2-TZVPD basis set) results for a 15-piece molecular cluster, C4H34O14 overall in a non-equilibrium geometry.

The relative energy (zero: lowest compared OMol25 entry of this formula, charge and spin) comes out at 3.3384 eV. The total energy is -33363.6069 eV. The max |F| is 1.9 eV/Å. The HOMO-LUMO gap is 0.3622 hartree. As for the HOMO energy: -9.843 eV.

Each atom is followed by the atoms it is bonded to, with distances in Å.
Element x y z (Å)
1 C 0.3987 0.9531 0.5472  C2 1.328, H5 1.090, H6 1.079
2 C -0.3877 1.9926 0.2927  C1 1.328, C3 1.478, H7 1.086
3 C -1.8537 1.8443 0.4073  C2 1.478, C4 1.324, H8 1.090
4 C -2.6526 2.3858 1.3137  C3 1.324, H9 1.082, H10 1.084
5 H -0.0288 -0.0379 0.6973  C1 1.090
6 H 1.4694 0.8173 0.5483  C1 1.079
7 H 0.0329 2.9931 0.2642  C2 1.086
8 H -2.3291 1.3528 -0.4414  C3 1.090
9 H -3.7113 2.1647 1.3244  C4 1.082
10 H -2.3679 3.0330 2.1359  C4 1.084
11 H 0.3884 -0.6799 -3.6100  O13 0.971
12 H 0.5708 -1.9607 -2.9967  O13 0.970
13 O -0.0704 -1.5356 -3.5884  H11 0.971, H12 0.970
14 H 1.2929 0.1884 -2.1026  O16 0.970
15 H 1.7530 1.4786 -2.3508  O16 0.985
16 O 2.0347 0.5681 -2.5989  H14 0.970, H15 0.985
17 H 1.2316 -2.3984 1.0543  O19 0.968
18 H 2.4953 -2.4298 1.7900  O19 0.964
19 O 2.1692 -2.2077 0.9105  H17 0.968, H18 0.964
20 H -1.6701 -1.6950 -2.7066  O22 0.973
21 H -2.9682 -1.1725 -3.2613  O22 0.963
22 O -2.6000 -1.5520 -2.4569  H20 0.973, H21 0.963
23 H 0.4770 -1.5994 3.2713  O25 0.968
24 H 1.8902 -1.3744 3.7442  O25 0.967
25 O 1.2950 -2.0812 3.4607  H23 0.968, H24 0.967
26 H -3.0557 -1.5994 -0.4596  O28 0.969
27 H -3.7551 -0.8746 0.7156  O28 0.962
28 O -3.2685 -1.6714 0.4833  H26 0.969, H27 0.962
29 H 1.0645 3.1788 -1.6261  O31 0.966
30 H 2.5981 3.7614 -1.4576  O31 0.958
31 O 1.9919 3.0214 -1.4066  H29 0.966, H30 0.958
32 H 3.5462 1.1980 -0.1991  O34 0.968
33 H 3.3316 2.6200 0.0823  O34 0.966
34 O 3.8432 1.8758 0.4249  H32 0.968, H33 0.966
35 H -1.6677 -1.0521 1.7062  O37 0.963
36 H -1.7257 -2.5095 2.1190  O37 0.954
37 O -1.1307 -1.7654 2.0671  H35 0.963, H36 0.954
38 H -2.0060 3.0852 -1.8343  O40 0.953
39 H -1.1721 2.4037 -3.0687  O40 0.956
40 O -1.2473 3.0934 -2.4110  H38 0.953, H39 0.956
41 H 2.2115 1.0495 2.3832  O43 0.959
42 H 1.9531 2.2366 3.4023  O43 0.956
43 O 2.0327 1.2896 3.2938  H41 0.959, H42 0.956
44 H 0.0925 -3.8846 -2.1379  O46 0.957
45 H 0.1555 -4.2911 -0.5857  O46 0.956
46 O -0.3567 -3.9023 -1.2930  H44 0.957, H45 0.956
47 H -3.1187 -0.6609 3.1736  O49 0.964
48 H -1.9842 0.3569 3.0454  O49 0.963
49 O -2.9206 0.2292 2.8611  H47 0.964, H48 0.963
50 H 2.2267 -2.1574 -0.9252  O52 0.975
51 H 3.1767 -1.8454 -2.1095  O52 0.960
52 O 2.3257 -2.2325 -1.8918  H50 0.975, H51 0.960